[1]
This record from the Open Molecules 2025 dataset describes C32H45BF5N7Pt as an isolated structure. The level of theory is wB97M-V/def2-TZVPD.

XYZ file:
```
91
Properties=species:S:1:pos:R:3:mulliken_charge:R:1
Pt -0.461 -0.633 0.391 1.096
C 3.646 0.461 2.180 -1.356
C 2.540 -0.581 2.360 1.808
C 3.014 -1.693 3.302 -1.463
C 1.293 0.050 2.907 -0.101
C 1.174 0.753 4.119 -0.814
C -0.156 1.085 4.213 -0.825
N -0.791 0.621 3.127 0.554
N 0.096 -0.022 2.328 -0.791
B -2.295 0.650 2.855 -0.550
N -2.716 -0.786 2.437 0.966
C -3.698 -1.558 2.919 -0.639
C -3.703 -2.750 2.221 -0.996
C -2.654 -2.628 1.296 0.161
N -2.069 -1.443 1.456 -0.717
C -2.139 -3.597 0.276 2.277
C -0.886 -4.307 0.794 -1.352
C -3.214 -4.593 -0.143 -1.917
N -2.672 1.638 1.735 0.870
C -3.906 1.834 1.231 -0.572
C -3.795 2.675 0.148 -1.032
C -2.409 2.932 0.047 -0.177
N -1.754 2.320 1.025 -0.484
C -1.660 3.677 -1.023 3.400
C -2.532 4.733 -1.695 -2.036
C -0.371 4.283 -0.479 -1.375
H 4.589 -0.036 1.945 0.298
H 3.775 1.044 3.097 0.337
H 3.402 1.156 1.376 0.174
H 2.306 -1.023 1.388 -0.263
H 3.181 -1.298 4.309 0.313
H 3.951 -2.118 2.938 0.369
H 2.265 -2.485 3.375 0.343
H 1.958 0.974 4.822 0.533
H -0.708 1.610 4.974 0.454
H -2.882 0.906 3.884 -0.176
H -4.325 -1.196 3.718 0.447
H -4.370 -3.585 2.352 0.399
H -1.844 -3.000 -0.592 -1.032
H -1.117 -4.894 1.687 0.381
H -0.115 -3.578 1.044 0.123
H -0.483 -4.979 0.033 0.377
H -3.515 -5.225 0.698 0.366
H -2.834 -5.248 -0.930 0.433
H -4.103 -4.083 -0.520 0.392
H -4.767 1.351 1.667 0.497
H -4.588 3.021 -0.495 0.347
H -1.380 2.945 -1.789 -1.353
H -2.853 5.493 -0.975 0.400
H -3.424 4.290 -2.142 0.337
H -1.973 5.227 -2.494 0.470
H -0.587 5.022 0.298 0.408
H 0.185 4.769 -1.285 0.427
H 0.256 3.508 -0.040 0.023
C 3.121 2.607 -1.290 -1.974
C 2.238 1.364 -1.365 2.901
C 3.105 0.140 -1.695 -1.694
C 1.079 1.481 -2.333 0.218
C 1.018 2.479 -3.287 -0.327
C -0.026 2.567 -4.205 -1.532
C -1.017 1.599 -4.158 -0.830
C -1.023 0.573 -3.223 1.070
C -2.161 -0.432 -3.280 0.413
C -1.675 -1.879 -3.396 -1.641
C -3.166 -0.249 -2.140 -1.158
C 0.029 0.505 -2.258 -0.100
N 0.118 -0.474 -1.332 -0.027
H 3.873 2.474 -0.509 0.478
H 2.546 3.507 -1.064 0.250
H 3.657 2.770 -2.230 0.447
H 1.799 1.197 -0.374 -1.240
H 3.596 0.289 -2.662 0.388
H 2.497 -0.761 -1.748 0.349
H 3.878 -0.021 -0.940 0.375
H 1.808 3.220 -3.321 0.350
H -0.053 3.359 -4.944 0.281
H -1.833 1.635 -4.876 0.279
H -2.700 -0.209 -4.209 0.451
H -1.049 -2.151 -2.548 0.206
H -1.079 -2.010 -4.302 0.375
H -2.528 -2.565 -3.443 0.469
H -2.693 -0.371 -1.165 -0.153
H -3.980 -0.978 -2.220 0.483
H -3.596 0.754 -2.168 0.292
F 4.892 -3.613 0.986 -0.302
C 5.928 -2.656 1.209 -0.924
F 5.641 -1.670 0.217 -0.267
C 7.137 -3.358 0.615 1.212
F 7.034 -3.820 -0.670 -0.295
F 8.223 -2.545 0.607 -0.283
F 7.481 -4.448 1.349 -0.295
```

E_LUMO = 4.09 eV
relative energy (zero: lowest compared OMol25 entry of this formula, charge and spin) = 0.000 eV
charge = -2
frontier orbital gap = 5.467 eV

[2]
This record from the Open Molecules 2025 dataset describes an isolated ion of composition CH3N2O and charge -1 at a distorted geometry. The level of theory is wB97M-V/def2-TZVPD.

XYZ file:
```
7
Properties=species:S:1:pos:R:3:mulliken_charge:R:1
C 1.091 -0.251 -0.167 -0.481
N -0.241 0.172 -0.054 0.511
N -1.234 -0.525 -0.316 -0.502
O -2.272 0.309 -0.206 -0.711
H 1.842 0.443 0.363 -0.060
H 1.096 -1.261 0.223 0.062
H -0.281 1.113 0.156 0.180
```

E_LUMO = 5.20 eV
relative energy (zero: lowest compared OMol25 entry of this formula, charge and spin) = 1.690 eV
charge = -1
frontier orbital gap = 6.583 eV

What is the frontier orbital gap in the second record? 6.583 eV